{
  "formula": "C3H4BrClO",
  "method": "ωB97M-V with the def2-TZVPD basis set",
  "species": ["C", "C", "C", "O", "Cl", "Br", "H", "H", "H", "H"],
  "xyz": [[-0.1825, 0.0887, -0.6434], [-1.1634, 0.0921, 0.3953], [1.2575, -0.1396, -0.2933], [-0.7418, 1.2401, 0.0025], [-0.3077, -0.4368, 2.4704], [-2.9445, -0.3609, 0.3184], [-0.7391, 0.0681, -1.6257], [1.8314, 0.0946, -1.1609], [1.4186, -1.2056, 0.1676], [1.5715, 0.5594, 0.3692]],
  "mulliken_charge": [0.346, 0.135, -1.319, -0.285, -0.334, -0.016, 0.384, 0.359, 0.283, 0.447],
  "relative_energy_kcal_mol": 62.0,
  "gap_ev": 9.551,
  "energy_ha": -3226.050276,
  "charge": 0,
  "homo_ev": -10.4,
  "largest_force_ev_per_a": 4.143
}


{
  "formula": "C51H38IrN2O7PSi",
  "method": "ωB97M-V with the def2-TZVPD basis set",
  "species": ["Ir", "O", "C", "C", "C", "C", "C", "C", "C", "O", "N", "O", "O", "H", "H", "H", "H", "O", "P", "C", "C", "C", "C", "C", "C", "C", "C", "C", "C", "C", "C", "C", "C", "C", "C", "C", "C", "H", "H", "H", "H", "H", "H", "H", "H", "H", "H", "H", "H", "H", "H", "H", "C", "C", "C", "C", "C", "C", "Si", "C", "C", "C", "C", "C", "C", "C", "C", "C", "C", "C", "C", "H", "H", "H", "H", "H", "H", "H", "H", "H", "H", "H", "H", "H", "H", "H", "O", "C", "N", "C", "O", "C", "C", "C", "C", "C", "C", "H", "H", "H", "H"],
  "xyz": [[-0.5113, -1.1897, 0.1859], [-0.5523, -1.2952, 2.2213], [-0.4362, -2.3400, 2.8908], [-0.2353, -3.6609, 2.4243], [-0.1524, -4.6638, 3.4125], [0.0719, -5.9563, 3.0546], [0.2345, -6.3202, 1.7061], [0.1591, -5.3696, 0.7330], [-0.0820, -4.0027, 1.0468], [-0.1429, -3.1773, 0.0597], [0.1530, -6.9861, 4.0934], [0.0106, -6.6349, 5.2478], [0.3793, -8.1234, 3.7345], [-0.5020, -2.2098, 3.9756], [-0.2613, -4.4126, 4.4593], [0.4168, -7.3575, 1.4636], [0.2789, -5.6256, -0.3109], [-0.6847, 0.8778, 0.4468], [-1.5551, 1.7415, 1.3479], [-1.0101, 1.6651, 3.0534], [-1.8903, 1.7876, 4.1241], [-1.4033, 1.7552, 5.4238], [-0.0435, 1.6030, 5.6506], [0.8380, 1.4880, 4.5817], [0.3573, 1.5231, 3.2850], [-1.3574, 3.4310, 0.7807], [-0.5778, 3.6788, -0.3458], [-0.4083, 4.9804, -0.7956], [-1.0064, 6.0308, -0.1162], [-1.7690, 5.7880, 1.0204], [-1.9423, 4.4909, 1.4727], [-3.2891, 1.2967, 1.2996], [-4.2369, 2.1254, 0.7036], [-5.5540, 1.7032, 0.5959], [-5.9237, 0.4536, 1.0730], [-4.9811, -0.3772, 1.6663], [-3.6673, 0.0434, 1.7844], [-2.9542, 1.8930, 3.9490], [-2.0863, 1.8457, 6.2578], [0.3331, 1.5753, 6.6647], [1.8982, 1.3673, 4.7623], [1.0342, 1.4244, 2.4443], [-0.0943, 2.8555, -0.8542], [0.1930, 5.1690, -1.6755], [-0.8731, 7.0460, -0.4661], [-2.2255, 6.6109, 1.5537], [-2.5301, 4.3048, 2.3647], [-3.9477, 3.0946, 0.3174], [-6.2913, 2.3498, 0.1388], [-6.9518, 0.1268, 0.9874], [-5.2724, -1.3498, 2.0404], [-2.9304, -0.5992, 2.2503], [3.3071, -3.6543, -4.2716], [2.8613, -3.6482, -2.9561], [2.1443, -2.5659, -2.4706], [1.8635, -1.4675, -3.2965], [2.3293, -1.4874, -4.6132], [3.0401, -2.5754, -5.1000], [0.9305, 0.0036, -2.6702], [-0.7796, -0.4342, -2.0550], [-1.2207, -1.7639, -1.8986], [-2.5989, -2.0471, -1.6821], [-3.5220, -1.0380, -1.6937], [-3.1090, 0.2898, -1.9351], [-1.7873, 0.5848, -2.0937], [0.7917, 1.4018, -3.8761], [-0.0890, 1.2784, -4.9559], [-0.2269, 2.2988, -5.8835], [0.5129, 3.4657, -5.7421], [1.3900, 3.6062, -4.6770], [1.5285, 2.5810, -3.7511], [3.8665, -4.5004, -4.6489], [3.0756, -4.4876, -2.3070], [1.8023, -2.5848, -1.4419], [2.1354, -0.6447, -5.2668], [3.3895, -2.5776, -6.1241], [-0.5532, -2.5904, -2.0983], [-2.9025, -3.0769, -1.5472], [-4.5718, -1.2569, -1.5476], [-3.8498, 1.0760, -1.9985], [-1.4954, 1.6071, -2.2951], [-0.6815, 0.3761, -5.0726], [-0.9096, 2.1858, -6.7154], [0.4077, 4.2634, -6.4659], [1.9724, 4.5127, -4.5710], [2.2212, 2.7005, -2.9264], [1.8931, 0.7161, -1.4432], [2.3534, 0.1914, -0.3516], [1.7402, -0.7191, 0.3478], [2.5916, -1.0545, 1.4491], [2.3318, -1.8811, 2.2757], [3.8257, -0.2128, 1.3347], [4.9626, -0.1427, 2.1059], [5.9426, 0.7676, 1.7054], [5.7766, 1.5593, 0.5747], [4.6234, 1.4741, -0.2054], [3.6632, 0.5767, 0.2068], [5.0904, -0.7678, 2.9793], [6.8533, 0.8576, 2.2823], [6.5600, 2.2502, 0.2939], [4.4948, 2.0801, -1.0920]],
  "lowdin_spin": [0.762, 0.022, 0.003, 0.001, 0.000, 0.000, -0.001, 0.000, 0.001, 0.007, 0.000, 0.000, 0.000, 0.000, 0.000, 0.000, 0.000, 0.003, 0.002, 0.000, 0.000, 0.000, 0.000, 0.000, 0.000, 0.000, 0.000, 0.000, 0.000, 0.000, 0.000, 0.002, 0.000, 0.001, 0.000, 0.001, 0.005, 0.000, 0.000, 0.000, 0.000, 0.000, 0.000, 0.000, 0.000, 0.000, 0.000, 0.000, 0.000, 0.000, 0.000, 0.003, 0.000, 0.000, 0.000, 0.000, 0.000, 0.000, -0.002, -0.005, 0.009, 0.004, 0.050, 0.000, 0.025, 0.000, 0.000, 0.000, 0.000, 0.000, 0.000, 0.000, 0.000, 0.000, 0.000, 0.000, 0.000, -0.001, 0.002, -0.001, 0.001, 0.000, 0.000, 0.000, 0.000, 0.000, -0.001, 0.007, 0.087, 0.006, 0.000, 0.003, 0.001, 0.000, 0.000, 0.000, 0.003, 0.000, 0.000, 0.000, 0.000],
  "relative_energy_kcal_mol": 9.5,
  "gap_ev": [7.151, 7.398],
  "energy_ha": -3337.497290,
  "charge": 1,
  "spin_multiplicity": 2,
  "homo_ev": [-10.3, -10.6],
  "largest_force_ev_per_a": 0.271
}


{
  "formula": "C31H64F16N7O21S4",
  "method": "ωB97M-V with the def2-TZVPD basis set",
  "species": ["C", "C", "O", "N", "H", "H", "C", "H", "H", "H", "H", "H", "H", "C", "C", "O", "N", "H", "H", "C", "H", "H", "H", "H", "H", "H", "C", "C", "O", "N", "H", "H", "C", "H", "H", "H", "H", "H", "H", "C", "C", "O", "N", "H", "H", "C", "H", "H", "H", "H", "H", "H", "C", "C", "O", "N", "H", "H", "C", "H", "H", "H", "H", "H", "H", "C", "O", "O", "C", "F", "F", "F", "C", "C", "H", "H", "H", "H", "H", "H", "C", "O", "O", "C", "F", "F", "F", "C", "C", "H", "H", "H", "H", "H", "H", "C", "O", "O", "C", "F", "F", "F", "C", "C", "H", "H", "H", "H", "H", "H", "C", "O", "O", "C", "F", "F", "F", "C", "C", "H", "H", "H", "H", "H", "H", "N", "S", "O", "O", "F", "S", "O", "O", "F", "N", "S", "O", "O", "F", "S", "O", "O", "F"],
  "xyz": [[-7.5631, -20.8692, -23.4932], [-8.6823, -19.9832, -24.1731], [-9.4012, -20.4379, -25.0510], [-8.7992, -18.7596, -23.6669], [-8.4632, -18.6313, -22.7117], [-3.4486, -27.0101, -18.5994], [-9.8437, -17.8274, -24.1386], [-7.0861, -21.5138, -24.2673], [-8.0335, -21.6107, -22.8173], [-6.9296, -20.2927, -22.7911], [-9.3892, -16.9233, -24.5242], [-10.4899, -17.5710, -23.3130], [-10.4933, -18.3930, -24.8434], [-1.1112, -17.5631, -7.6282], [-0.5960, -18.8817, -8.1499], [0.3184, -19.5563, -7.6504], [-1.1141, -19.2447, -9.3165], [-4.6075, -23.1354, -15.8596], [-1.8533, -18.7001, -9.6434], [-0.7961, -20.3587, -10.1096], [-1.2471, -16.9082, -8.5050], [-0.4814, -17.2934, -6.7750], [-2.1158, -17.7873, -7.2666], [-1.0354, -21.3099, -9.5859], [0.2880, -20.3075, -10.3737], [-1.2941, -20.2141, -11.0971], [-1.3171, -12.6319, -16.5369], [-1.3655, -11.1744, -16.3035], [-1.1638, -10.3091, -17.1468], [-1.7254, -10.7929, -15.0771], [-1.7446, -8.5963, -17.6307], [-1.6880, -11.6029, -14.4557], [-1.4539, -9.3919, -14.5874], [-1.6399, -13.1851, -15.6669], [-0.2871, -13.0186, -16.7345], [-1.9518, -13.0080, -17.4033], [-1.1591, -9.5474, -13.5527], [-2.4456, -8.9032, -14.6055], [-0.6933, -8.8889, -15.1762], [-9.0201, -9.8891, -25.6755], [-10.2742, -10.5118, -25.1029], [-11.2678, -10.7103, -25.7729], [-10.3850, -10.8764, -23.7657], [-11.3249, -11.1260, -23.5524], [-11.1667, -9.6658, -27.8615], [-9.3943, -10.9984, -22.7212], [-9.0113, -10.0137, -26.7785], [-8.2069, -10.3993, -25.1484], [-8.8173, -8.8323, -25.4177], [-9.9597, -10.7467, -21.8270], [-8.5765, -10.3334, -22.8007], [-8.9805, -11.9443, -22.8245], [-6.0364, -12.2772, -15.9502], [-6.9389, -12.6434, -14.8559], [-7.9226, -13.3644, -15.0324], [-6.6867, -11.9935, -13.7030], [-5.9678, -11.2696, -13.6490], [-8.3698, -14.5295, -16.9132], [-7.5895, -12.2922, -12.5554], [-5.0450, -12.1452, -15.5004], [-6.3596, -11.3026, -16.3244], [-6.1223, -13.0225, -16.6841], [-7.1319, -13.1248, -11.9343], [-8.4995, -12.6094, -12.9703], [-7.6036, -11.3919, -11.9397], [-11.0006, -9.9193, -29.7616], [-12.1126, -10.5799, -30.1659], [-11.1403, -9.0584, -28.6777], [-9.8852, -10.9340, -29.5831], [-8.7566, -10.4475, -29.1109], [-10.2362, -12.0091, -28.7889], [-9.6239, -11.5177, -30.7844], [-13.1340, -9.7299, -30.5330], [-14.1332, -10.3235, -31.5327], [-14.7055, -11.2359, -31.2597], [-14.8930, -9.6092, -31.8128], [-13.5958, -10.5817, -32.4226], [-12.6903, -8.8792, -31.0909], [-13.6955, -9.3415, -29.7031], [-10.5754, -9.2759, -30.6056], [-8.3236, -16.3880, -17.4054], [-7.4132, -17.1113, -16.6358], [-7.8901, -15.0582, -17.6285], [-8.5515, -17.1631, -18.7328], [-7.5177, -17.4821, -19.4699], [-9.1638, -18.3857, -18.4530], [-9.3383, -16.4625, -19.5303], [-7.4371, -16.9335, -15.1878], [-7.9405, -18.1460, -14.4884], [-8.9891, -18.3201, -14.6916], [-7.3377, -19.0443, -14.7581], [-7.9302, -18.0746, -13.3990], [-8.0644, -16.0503, -14.9789], [-6.3774, -16.6861, -14.9841], [-9.3501, -16.2817, -17.0623], [-6.2835, -22.2041, -16.6024], [-6.0835, -20.9983, -16.1342], [-5.5377, -23.2337, -15.9053], [-7.7774, -22.5623, -16.1552], [-8.5846, -21.6458, -16.6836], [-8.1765, -23.8115, -16.5049], [-7.9431, -22.5593, -14.8267], [-5.2537, -20.0953, -16.7835], [-4.2868, -19.5320, -15.6765], [-3.8173, -18.6512, -16.1170], [-4.9087, -19.3928, -14.7557], [-3.5902, -20.3481, -15.5221], [-5.9029, -19.3046, -17.2461], [-4.7974, -20.7168, -17.5984], [-6.1591, -22.1854, -17.6914], [-1.8024, -25.9559, -18.6651], [-1.3449, -24.7769, -18.1398], [-3.0570, -26.2384, -18.1069], [-1.9146, -26.0796, -20.2236], [-2.4084, -27.2954, -20.6177], [-2.7647, -25.1980, -20.7363], [-0.7889, -25.8081, -20.8034], [-1.9077, -23.5807, -18.6201], [-1.0683, -22.5161, -17.9153], [-1.4345, -22.4325, -16.8396], [-0.0211, -22.7662, -17.9095], [-1.1128, -21.4825, -18.3235], [-2.9615, -23.4910, -18.3428], [-1.7959, -23.5224, -19.7001], [-1.2199, -26.7337, -18.2808], [-2.0837, -7.5639, -17.8913], [-3.6387, -7.4586, -18.3229], [-3.8757, -6.2180, -19.0194], [-4.5448, -7.8821, -17.2296], [-3.6899, -8.5530, -19.4413], [-0.8697, -6.5439, -18.4464], [0.2199, -6.6543, -17.5425], [-1.4180, -5.2221, -18.7916], [-0.6482, -7.1709, -19.8444], [-4.1354, -16.1169, -12.7822], [-3.2243, -15.1563, -13.6060], [-3.2402, -13.8317, -13.1642], [-3.2268, -15.4699, -15.0052], [-1.7822, -15.8166, -13.2501], [-4.2207, -16.0385, -11.2572], [-5.1856, -15.1081, -10.7576], [-2.9727, -16.0563, -10.5741], [-4.8136, -17.5143, -10.9797]],
  "mulliken_charge": [-0.964, 0.742, -0.643, -0.163, 0.193, 0.319, -0.889, 0.285, 0.269, 0.262, 0.274, 0.314, 0.326, -0.954, 0.744, -0.689, -0.078, 0.301, 0.188, -0.906, 0.259, 0.294, 0.280, 0.263, 0.281, 0.328, -0.598, 0.695, -0.809, -0.114, 0.419, 0.213, -0.907, -0.091, 0.296, 0.258, 0.371, 0.259, 0.274, -0.715, 0.745, -0.647, -0.200, 0.229, 0.253, -0.967, -0.010, 0.376, 0.270, 0.316, 0.325, 0.365, -0.997, 0.940, -0.752, -0.152, 0.214, 0.394, -0.750, 0.135, 0.340, 0.252, 0.163, 0.268, 0.349, 0.008, -0.330, -0.495, 0.746, -0.254, -0.269, -0.281, -0.092, -1.290, 0.311, 0.386, 0.332, 0.297, 0.266, 0.325, -0.116, -0.207, -0.596, 0.647, -0.278, -0.291, -0.275, 0.186, -0.939, 0.342, -0.037, 0.425, 0.368, -0.088, 0.453, -0.080, -0.209, -0.596, 0.508, -0.212, -0.286, -0.261, -0.055, -0.989, 0.316, 0.191, 0.364, -0.111, 0.548, 0.573, 0.045, -0.317, -0.496, 0.702, -0.289, -0.234, -0.258, -0.153, -1.205, 0.206, 0.373, 0.365, 0.271, 0.322, 0.350, -0.076, 1.158, -0.558, -0.534, -0.214, 1.129, -0.491, -0.525, -0.176, -0.166, 1.170, -0.599, -0.574, -0.339, 0.996, -0.607, -0.573, -0.303],
  "gap_ev": 9.150,
  "energy_ha": -6373.628705,
  "charge": -1,
  "homo_ev": -7.6,
  "largest_force_ev_per_a": 5.094
}


{
  "formula": "CHBrF2OS",
  "method": "ωB97M-V with the def2-TZVPD basis set",
  "species": ["C", "O", "F", "F", "S", "Br", "H"],
  "xyz": [[-0.4842, 0.0354, 0.6250], [0.0242, 0.7693, -1.8753], [-1.1444, 1.1437, 0.5655], [-1.1322, -0.7848, 1.3670], [-0.2117, -0.4275, -1.1214], [1.7881, -1.2169, -1.0599], [1.1602, 0.4808, 1.4991]],
  "mulliken_charge": [0.234, -0.457, -0.181, -0.174, 0.435, -0.054, 0.198],
  "relative_energy_kcal_mol": 100.9,
  "gap_ev": [8.924, 8.922],
  "energy_ha": -3285.713403,
  "charge": 0,
  "homo_ev": [-9.9, -9.9],
  "largest_force_ev_per_a": 5.460
}